1.
Here is one molecule with the formula C4H4O3S at a distorted geometry from the Open Molecules 2025 dataset. Energies are from ωB97M-V/def2-TZVPD.

Structure (XYZ):
```
12
Properties=species:S:1:pos:R:3:forces:R:3:nbo_charge:R:1
C -0.2942 -0.7398 1.5795 -1.794 0.557 0.323 -0.04
C -1.1615 -0.2120 0.7471 1.769 -1.094 0.175 -0.34
C 1.6525 -0.3798 0.2460 0.989 -1.336 0.232 0.25
C -0.8616 0.2081 -0.6550 1.355 -4.353 0.220 -0.71
O 2.7551 -0.5914 0.5468 0.265 0.390 -0.410 -0.39
O 1.1261 1.8766 -0.6403 0.049 1.302 0.121 -0.90
O 1.0818 0.0876 -2.3979 -0.246 0.027 0.493 -0.88
S 0.8278 0.5495 -1.0569 0.642 0.356 -1.107 2.08
H -0.5872 -0.9537 2.5582 0.154 -0.771 1.758 0.16
H -2.1750 -0.2664 1.1226 -0.416 0.477 -0.371 0.25
H -1.0377 -0.6752 -1.3336 -0.783 1.429 0.233 0.27
H -1.3262 1.0963 -0.7165 -1.984 3.016 -1.667 0.26
```
Positions in Å, forces in eV/Å.

Computed properties:
**Energy**: -21183.12988 eV
**Multiplicity**: 3
**ΔE to the lowest compared entry with this formula, charge and spin**: 145.1 kJ/mol
**HOMO (alpha / beta)**: -7.37 / -10.70 eV
**E_LUMO (alpha / beta)**: -0.0020 / -0.0811 hartree
**<S²>**: 2.017
**Net charge**: 0

=====

2.
Here is one molecule with the formula C4H4O4 at a distorted geometry from the Open Molecules 2025 dataset. Energies are from ωB97M-V/def2-TZVPD.

Structure (XYZ):
```
12
Properties=species:S:1:pos:R:3:forces:R:3:nbo_charge:R:1
O -1.5817 -0.3166 -1.3012 -0.359 -0.016 -0.027 -0.50
C -0.4157 -0.3751 -1.5557 0.950 0.026 -0.921 0.41
C 0.6058 -0.8342 -0.5321 -0.559 0.757 0.015 -0.04
O -0.0261 -1.2698 0.6321 1.083 0.143 1.110 -0.45
C 0.7750 -0.0666 0.7556 -1.276 -0.004 -1.073 -0.03
C -0.0451 1.1812 1.0756 0.361 0.729 0.578 0.74
O 0.4744 2.2266 1.4245 -0.691 -1.542 -0.659 -0.56
O -1.3591 0.9710 1.0462 0.324 0.816 0.237 -0.65
H -0.0349 -0.1322 -2.5862 -0.119 -0.107 0.609 0.13
H 1.4253 -1.4423 -0.9037 0.075 0.079 0.011 0.21
H 1.7119 -0.0370 1.2749 0.399 -0.632 0.199 0.23
H -1.5298 0.0948 0.6698 -0.189 -0.250 -0.081 0.51
```
Positions in Å, forces in eV/Å.

Computed properties:
**Energy**: -12401.15794 eV
**Multiplicity**: 1
**SMILES**: O=C[C@@H]1O[C@@H]1C(=O)O
**ΔE to the lowest compared entry with this formula, charge and spin**: 207.1 kJ/mol
**HOMO**: -10.76 eV
**E_LUMO**: 0.0016 hartree
**Net charge**: 0

=====

3.
Here is C4H4O5Ru as an isolated structure at a distorted geometry from the Open Molecules 2025 dataset. Energies are from ωB97M-V/def2-TZVPD.

Structure (XYZ):
```
14
Properties=species:S:1:pos:R:3:forces:R:3:nbo_charge:R:1
O 1.5511 2.0733 -2.0729 0.277 0.311 1.580 -0.29
C 1.0309 1.9607 -0.9541 -3.659 0.135 -0.621 0.94
O 0.4120 2.8506 -0.3030 1.652 -0.478 -0.731 -0.46
O 0.7137 0.6884 -0.5398 0.952 -0.443 0.349 -0.50
C -0.6580 0.1913 -0.6244 0.840 -0.344 -1.951 -0.22
H -1.1323 0.5872 -1.5358 0.045 0.336 0.313 0.23
C -0.5592 -1.3181 -0.7812 -0.457 -0.336 0.725 -0.65
H 0.1661 -1.5959 -1.5664 -0.341 0.286 0.304 0.27
H -0.2649 -1.8107 0.1584 0.103 0.066 -0.331 0.21
H -1.5530 -1.7194 -1.0333 0.345 0.150 -0.049 0.25
C 0.5611 -0.9810 2.7094 1.664 -0.824 0.170 1.07
O -0.4226 -0.3570 2.7876 -0.768 0.459 0.005 -0.63
O 1.5421 -1.5796 2.6514 -0.837 0.385 -0.016 -0.40
Ru -1.3870 1.0105 1.1044 0.185 0.296 0.251 1.20
```
Positions in Å, forces in eV/Å.

Computed properties:
**Energy**: -17019.16288 eV
**Multiplicity**: 6
**ΔE to the lowest compared entry with this formula, charge and spin**: 18.8 kJ/mol
**HOMO (alpha / beta)**: -13.57 / -14.90 eV
**E_LUMO (alpha / beta)**: -0.1931 / -0.2881 hartree
**<S²>**: 8.766
**Net charge**: +1